This record from OMol25 describes a structure of composition C34H38N6O6P2Zn. The level of theory is ωB97M-V with the def2-TZVPD basis set.

Geometry (Å):
Zn: 4.4402 -1.3580 -1.8347
C: -0.0377 -1.5658 3.1597
C: 0.9908 -0.7675 2.8956
C: 2.4292 -1.1819 2.8695
C: 2.7345 -2.3558 1.8940
C: 2.8420 -3.7297 2.4679
C: 2.3160 -4.1473 3.6329
C: 1.2966 -3.3945 4.4511
C: 0.0125 -2.9701 3.6749
C: 2.8426 -1.2479 -2.9855
H: -1.0609 -1.2010 2.9851
H: 0.8139 0.2953 2.6752
H: 2.8358 -1.4278 3.8565
H: 2.9939 -0.3024 2.5225
H: 1.9880 -2.3456 1.0829
H: 3.7034 -2.1015 1.4240
H: 3.4393 -4.4114 1.8504
H: 2.5994 -5.1191 4.0607
H: 1.7069 -2.5027 4.9497
H: 0.9563 -4.0720 5.2595
H: -0.1995 -3.7053 2.8831
H: -0.8249 -3.0935 4.3848
H: 2.0754 -0.8818 -2.2760
H: 2.4643 -2.1383 -3.4955
H: 3.1119 -0.4477 -3.7017
P: 4.9223 -3.5687 -2.2367
P: 6.5151 -0.6084 -0.9904
N: 4.4481 -5.0700 -1.4298
N: 5.4488 -4.3993 -3.7385
N: 6.8237 -1.2632 0.6331
N: 8.0998 0.4118 -0.8978
C: 6.6152 -3.3935 -1.5426
C: 7.2494 -2.0341 -1.9408
C: 3.2415 -5.7533 -1.6534
C: 3.3393 -7.0287 -1.1054
C: 4.6544 -7.1585 -0.5538
C: 5.3109 -5.9566 -0.7714
C: 5.1299 -4.0408 -5.0476
C: 5.9179 -4.7824 -5.9220
C: 6.7464 -5.6449 -5.1309
C: 6.4289 -5.4035 -3.7987
C: 6.0264 -1.0983 1.7680
C: 6.4714 -1.9530 2.7708
C: 7.5764 -2.6854 2.2438
C: 7.7765 -2.2386 0.9489
C: 9.3305 0.1158 -0.3002
C: 10.2829 1.0431 -0.7128
C: 9.6217 1.9536 -1.5944
C: 8.2960 1.5434 -1.6911
H: 7.3054 -4.2223 -1.7646
H: 6.4559 -3.4512 -0.4617
H: 8.3474 -2.0601 -1.8437
H: 7.0038 -1.8332 -3.0007
H: 2.4166 -5.2437 -2.1251
H: 2.5807 -7.7970 -1.1157
H: 5.0962 -8.0286 -0.0893
H: 6.3019 -5.6427 -0.4734
H: 4.3954 -3.2699 -5.2196
H: 5.9177 -4.7275 -6.9995
H: 7.4851 -6.3520 -5.4753
H: 6.8620 -5.8132 -2.9015
H: 5.2421 -0.3485 1.7657
H: 6.0469 -2.0619 3.7636
H: 8.1603 -3.4547 2.7345
H: 8.4878 -2.5816 0.2075
H: 9.4534 -0.7201 0.3741
H: 11.3212 1.0476 -0.4084
H: 10.0737 2.7949 -2.0963
H: 7.4673 1.9445 -2.2537
O: 0.1991 1.5925 -3.1551
C: 0.1385 1.2508 -1.9510
O: 0.8879 0.5835 -1.2110
C: -1.1604 1.7841 -1.2605
C: -1.1930 1.8884 0.1393
C: -2.3293 2.4258 0.7898
C: -3.4566 2.8323 0.0547
C: -3.4351 2.6628 -1.3393
C: -2.2932 2.1589 -1.9978
N: -4.6145 3.0023 -2.0960
O: -5.5810 3.5077 -1.4843
O: -4.6151 2.7721 -3.3231
N: -2.3028 2.6026 2.2127
O: -1.3324 2.1456 2.8566
O: -3.2501 3.2125 2.7487
H: -0.3472 1.5623 0.7393
H: -4.3198 3.2684 0.5556
H: -2.3150 2.0716 -3.0768

=====

This record from OMol25 describes an isolated molecule of C6H9N. The level of theory is ωB97M-V with the def2-TZVPD basis set.

Geometry (Å):
C: 0.2473 -1.2740 1.3021
C: 0.6250 -0.3046 0.2430
C: 0.8269 -0.6489 -1.1356
C: -0.6638 -0.6162 -1.7168
C: -1.2428 0.4393 -1.0834
C: -0.5576 1.5090 -0.2032
N: 0.6415 0.9977 0.6063
H: -0.2488 -2.1421 0.8674
H: -0.4015 -0.8308 2.0767
H: 1.1892 -1.5697 1.7686
H: 1.2493 -1.6407 -1.1772
H: 1.4441 0.0715 -1.6725
H: -2.3022 0.6714 -1.2847
H: -0.1694 2.3269 -0.8069
H: -1.2220 1.8521 0.5944
H: 0.5850 1.1590 1.6218

=====

This record from OMol25 describes the ion C4H6ClFNO4S with charge -1. The level of theory is ωB97M-V with the def2-TZVPD basis set.

Its charge is -1. Its SMILES is CCNC(=O)[C@@](F)(Cl)S(=O)(=O)[O-].

Geometry (Å):
C: -0.5223 -2.3451 0.4894
C: -1.4405 -1.3100 -0.1024
N: -0.7219 -0.1055 -0.4369
C: -0.9086 1.0678 0.2083
O: -1.7608 1.3764 1.0200
C: 0.4028 2.0769 -0.2070
F: 0.3728 2.4460 -1.5069
Cl: 0.3682 3.5602 0.7850
S: 2.0056 1.1982 -0.1520
O: 1.8481 0.2523 -1.2518
O: 2.1752 0.5838 1.1510
O: 3.0526 2.1088 -0.5492
H: -0.0570 -1.9754 1.3488
H: -1.0206 -3.2112 0.7602
H: 0.3333 -2.5834 -0.2182
H: -2.0575 -1.5860 -1.0579
H: -2.3301 -1.1487 0.5120
H: 0.2606 -0.4051 -0.7925

=====

This record from OMol25 describes a cluster of 10 separate species, C40H80O10 in total. The level of theory is ωB97M-V with the def2-TZVPD basis set.

Its SMILES is C1CCOC1.C1CCOC1.C1CCOC1.C1CCOC1.C1CCOC1.C1CCOC1.C1CCOC1.C1CCOC1.C1CCOC1.C1CCOC1.

Geometry (Å):
C: 3.1876 1.3307 -2.0940
C: 3.7946 0.9482 -3.3864
C: 5.0804 0.4143 -3.0528
O: 5.1981 0.3952 -1.6488
C: 4.1868 1.2288 -1.0472
H: 2.4705 0.5233 -1.9410
H: 2.8090 2.2913 -1.9150
H: 3.7651 1.9570 -4.1166
H: 3.1529 0.2449 -3.9436
H: 5.9287 1.3270 -3.3193
H: 5.5820 -0.4669 -3.3359
H: 4.5003 2.2035 -0.6340
H: 3.6767 0.8269 -0.0075
C: -0.7004 -3.7486 5.2040
C: -1.9233 -4.4377 5.9437
C: -2.8614 -4.9098 4.8978
O: -2.1373 -4.5993 3.7502
C: -1.3369 -3.3879 3.8498
H: 0.0477 -4.3626 5.1685
H: -0.2049 -2.8722 5.6041
H: -2.4035 -3.6067 6.2982
H: -1.5859 -5.1241 6.7980
H: -3.7780 -4.2720 4.9063
H: -3.2325 -5.8968 4.9166
H: -2.0966 -2.5434 3.9721
H: -0.5185 -3.3985 3.0457
C: -5.4711 -0.8011 0.3968
C: -4.5690 0.4103 0.7678
C: -4.4846 1.2224 -0.4926
O: -5.6897 0.8375 -1.1040
C: -6.0563 -0.4580 -0.9829
H: -6.3401 -1.0241 1.1108
H: -4.9632 -1.7712 0.3553
H: -3.6552 -0.1475 1.1111
H: -4.9030 0.9558 1.5495
H: -3.6620 0.9450 -1.3428
H: -4.4562 2.3961 -0.3748
H: -5.5263 -0.9553 -1.8164
H: -7.1993 -0.4410 -0.8076
C: -2.2099 -2.7935 -3.6892
C: -2.4140 -4.0091 -2.7481
C: -1.5374 -5.1230 -3.4845
O: -1.0035 -4.4080 -4.6277
C: -1.7873 -3.3509 -4.9873
H: -1.5031 -2.2198 -3.1905
H: -3.0671 -2.1903 -3.5349
H: -3.4788 -4.3582 -2.5599
H: -2.1199 -4.0368 -1.7525
H: -2.3918 -6.0344 -3.6705
H: -0.6894 -5.7610 -2.9335
H: -2.7735 -3.5687 -5.4835
H: -1.3450 -2.8606 -5.7625
C: 0.2258 0.6386 -5.0992
C: 0.1936 0.5001 -6.6555
C: -1.2237 1.0448 -7.0624
O: -1.9048 1.1537 -5.8059
C: -1.0129 1.4004 -4.6613
H: 1.2338 0.9560 -4.7189
H: 0.1432 -0.4489 -4.6317
H: 0.5239 -0.4070 -7.0753
H: 0.9274 1.3593 -6.8114
H: -1.4721 0.2385 -7.7774
H: -1.0796 2.0247 -7.5475
H: -1.2402 0.9145 -3.6826
H: -0.9076 2.3753 -4.5755
C: -0.5656 1.5672 4.3766
C: -0.8649 2.7546 3.3435
C: -2.4348 2.7157 3.1540
O: -2.8512 1.4028 3.5598
C: -2.0137 1.0845 4.7562
H: 0.1277 1.6564 5.1669
H: -0.2457 0.6780 3.7188
H: -0.5028 2.6861 2.2787
H: -0.4758 3.9015 3.7051
H: -2.6478 2.5571 2.0019
H: -2.8034 3.5664 3.4528
H: -2.4310 0.0067 4.9641
H: -2.5039 1.5565 5.5786
C: -1.5788 5.3164 -2.9729
C: -0.3668 5.6727 -2.2841
C: -0.2418 4.5849 -1.2118
O: -1.3303 3.6774 -1.5936
C: -2.3854 4.3776 -2.2117
H: -1.5006 5.1009 -3.9660
H: -2.2178 6.1551 -3.2383
H: -0.4532 6.8366 -1.8701
H: 0.3870 5.8329 -2.9934
H: -0.4905 5.0509 -0.1810
H: 0.7376 4.0217 -1.3722
H: -2.9659 4.7938 -1.6297
H: -2.9187 3.5375 -2.6640
C: 3.3095 4.0027 2.0119
C: 3.1091 2.5795 2.7472
C: 3.4538 2.8229 4.2141
O: 3.1190 4.2224 4.3554
C: 3.7001 4.8513 3.2384
H: 2.4057 4.3557 1.6516
H: 3.9897 3.7061 1.4095
H: 3.6461 1.8639 2.2999
H: 2.2509 2.0670 2.4639
H: 4.5061 2.6918 4.4877
H: 2.7795 2.2417 4.9189
H: 4.6623 5.0193 3.3957
H: 3.2142 5.7874 3.0339
C: -0.4930 -1.6088 0.3697
C: -0.7250 -0.5849 -0.6922
C: -0.3307 0.8086 0.0824
O: 0.8097 0.3981 0.8222
C: 0.6297 -0.9422 1.1975
H: -0.1227 -2.5099 0.1393
H: -1.2787 -1.8530 0.8645
H: -1.8290 -0.7169 -0.9110
H: -0.1399 -0.5422 -1.4901
H: -1.1307 1.2694 0.6987
H: -0.1921 1.4901 -0.6839
H: 0.3379 -0.8507 2.1987
H: 1.6595 -1.4256 1.2385
C: 5.6418 -3.7807 1.4297
C: 4.2070 -4.3145 1.0612
C: 3.7076 -4.7328 2.3784
O: 4.3008 -3.7814 3.2651
C: 5.6544 -3.3536 2.8733
H: 5.9309 -2.9200 0.8867
H: 6.3548 -4.6090 1.4212
H: 4.3775 -4.8660 0.2268
H: 3.7345 -3.3498 0.8754
H: 3.9257 -5.8562 2.8383
H: 2.4714 -4.7492 2.4304
H: 6.2678 -3.9165 3.4646
H: 5.9114 -2.2751 3.1648

=====

This record from OMol25 describes an isolated molecule of C3H4N2O. The level of theory is ωB97M-V with the def2-TZVPD basis set.

Its SMILES is Cc1ncon1.

Geometry (Å):
C: 1.5965 0.0294 -0.2187
C: 0.1165 -0.0377 -0.2232
N: -0.5633 0.5272 0.8345
C: -1.7720 0.1680 0.5778
O: -1.9058 -0.5601 -0.5265
N: -0.6297 -0.7008 -1.0581
H: 2.0400 -0.5866 -1.0126
H: 1.9481 1.0608 -0.3210
H: 1.8303 -0.2788 0.7936
H: -2.6605 0.3786 1.1543

=====

Calculated values (kJ/mol) of ΔE to the lowest compared entry with this formula, charge and spin for the records, taken in order: 0.0; 480.2; 0.0; 1727.5; 146.5.
Calculated values (eV) of E_HOMO for the records, taken in order: -7.77; -7.21; -5.68; -9.25; -10.73.